No. 1
A single C5H10O molecule. Source: the Open Molecules 2025 dataset; level of theory: the ωB97M-V functional and the def2-TZVPD basis.

Output
HOMO energy = -0.3585 hartree
strongest force on any atom = 0.481 eV/Å
SMILES = CC(C)CC=O
charge = 0
Kohn-Sham gap = 10.778 eV
multiplicity = 1
relative energy (zero: lowest compared OMol25 entry of this formula, charge and spin) = 0.422 eV

Geometry (Å):
1 C 1.09 -0.19 1.08
2 C -0.01 -0.51 0.07
3 C -1.27 -0.94 0.82
4 C -0.39 0.58 -0.96
5 C 0.74 1.33 -1.60
6 O 1.90 0.99 -1.58
7 H 1.27 -1.10 1.67
8 H 0.81 0.60 1.78
9 H 2.03 0.08 0.59
10 H 0.35 -1.36 -0.53
11 H -2.12 -1.12 0.15
12 H -1.08 -1.86 1.39
13 H -1.57 -0.17 1.54
14 H -0.92 0.09 -1.79
15 H -1.12 1.31 -0.57
16 H 0.45 2.25 -2.16

No. 2
A molecular structure, C29H36Cl2IN2O2PS2Zn. Source: the Open Molecules 2025 dataset; level of theory: the ωB97M-V functional and the def2-TZVPD basis.

Output
HOMO energy = -0.2864 hartree
strongest force on any atom = 0.521 eV/Å
charge = 0
Kohn-Sham gap = 7.692 eV
multiplicity = 1
relative energy (zero: lowest compared OMol25 entry of this formula, charge and spin) = 0.482 eV

Geometry (Å):
1 Zn 0.36 -1.27 -0.10
2 C -1.25 -2.44 3.16
3 C 0.04 -1.69 3.16
4 N 0.79 -1.45 2.12
5 C 1.99 -0.87 2.46
6 C 2.14 -0.59 3.77
7 S 0.76 -1.13 4.63
8 C 3.01 -0.78 1.39
9 C 4.34 -0.57 1.54
10 S 5.13 -0.88 0.07
11 C 3.64 -1.27 -0.68
12 N 2.62 -1.15 0.12
13 C 3.58 -1.74 -2.10
14 H -1.59 -2.59 2.14
15 H -2.03 -1.92 3.72
16 H -1.10 -3.42 3.61
17 H 2.98 -0.14 4.28
18 H 4.88 -0.32 2.45
19 H 4.54 -2.12 -2.43
20 H 3.29 -0.93 -2.77
21 H 2.83 -2.54 -2.18
22 I 0.21 -1.21 -3.08
23 C -1.75 -1.84 -2.66
24 C -2.42 -2.42 -3.70
25 C -3.78 -2.74 -3.56
26 C -4.44 -2.42 -2.41
27 C -3.76 -1.81 -1.33
28 C -4.47 -1.42 -0.16
29 C -3.82 -0.83 0.88
30 C -2.41 -0.67 0.82
31 C -1.65 -1.04 -0.25
32 C -2.36 -1.56 -1.40
33 H -1.91 -2.62 -4.63
34 H -4.30 -3.22 -4.38
35 H -5.50 -2.63 -2.30
36 H -5.54 -1.60 -0.12
37 H -4.37 -0.52 1.76
38 H -1.92 -0.28 1.72
39 C 3.10 2.38 -1.01
40 C 2.23 2.58 0.24
41 C 2.34 4.01 0.77
42 P 0.56 1.81 -0.09
43 C -0.60 2.47 1.19
44 C -0.06 2.09 2.57
45 C -1.06 3.93 1.13
46 C -0.01 2.51 -1.72
47 C -1.48 2.13 -1.93
48 C 0.23 3.99 -2.04
49 H 4.15 2.55 -0.78
50 H 2.82 3.08 -1.80
51 H 3.00 1.37 -1.41
52 H 2.63 1.92 1.01
53 H 1.87 4.74 0.11
54 H 3.39 4.28 0.86
55 H 1.89 4.11 1.76
56 H -1.49 1.85 1.01
57 H 0.95 2.47 2.74
58 H -0.03 1.01 2.70
59 H -0.71 2.50 3.35
60 H -0.23 4.64 1.19
61 H -1.72 4.13 1.98
62 H -1.62 4.15 0.22
63 H 0.58 1.93 -2.43
64 H -2.14 2.65 -1.23
65 H -1.65 1.06 -1.81
66 H -1.79 2.41 -2.95
67 H -0.29 4.66 -1.35
68 H -0.16 4.19 -3.05
69 H 1.28 4.26 -2.04
70 Cl -1.45 -5.84 1.30
71 C -0.96 -4.87 -0.11
72 Cl -1.19 -5.79 -1.62
73 C 0.50 -4.39 -0.03
74 O 1.35 -5.12 0.45
75 O 0.64 -3.22 -0.54
76 H -1.63 -4.02 -0.17

No. 3
10 unconnected molecules or ions with the total composition C31H89N13O10 in a non-equilibrium geometry. Source: the Open Molecules 2025 dataset; level of theory: the ωB97M-V functional and the def2-TZVPD basis.

Output
HOMO energy = -0.3261 hartree
strongest force on any atom = 8.176 eV/Å
SMILES = COC[C@H](C)N.COC[C@H](C)N.COC[C@H](C)N.COC[C@H](C)N.COC[C@H](C)N.COC[C@H](C)N.COC[C@H](C)N.NC(N)=O.NC(N)=O.NC(N)=O
charge = 0
Kohn-Sham gap = 8.880 eV
multiplicity = 1
relative energy (zero: lowest compared OMol25 entry of this formula, charge and spin) = 7.514 eV

Geometry (Å):
1 C 5.10 3.74 -7.45
2 O 4.07 4.42 -8.17
3 C 3.19 3.73 -8.97
4 C 3.89 2.84 -10.04
5 C 4.82 3.65 -10.87
6 N 3.05 2.18 -11.01
7 H 4.75 2.81 -7.00
8 H 5.59 4.35 -6.69
9 H 5.90 3.43 -8.13
10 H 2.59 3.04 -8.37
11 H 2.34 4.29 -9.36
12 H 4.41 1.98 -9.62
13 H 5.53 3.09 -11.49
14 H 5.33 4.37 -10.24
15 H 4.30 4.17 -11.67
16 H 2.32 2.78 -11.37
17 H 2.43 1.53 -10.54
18 C -10.60 -2.13 5.64
19 O -9.53 -1.25 5.87
20 C -8.53 -1.31 4.91
21 C -7.41 -0.30 5.18
22 C -7.86 1.12 4.94
23 N -6.21 -0.62 4.51
24 H -10.42 -3.13 6.04
25 H -10.82 -2.32 4.59
26 H -11.49 -1.65 6.04
27 H -8.07 -2.29 5.07
28 H -8.96 -1.22 3.91
29 H -7.23 -0.36 6.26
30 H -8.58 1.44 5.69
31 H -8.27 1.21 3.94
32 H -6.99 1.79 5.00
33 H -5.96 -1.59 4.60
34 H -5.36 -0.15 4.80
35 C -2.19 -4.78 7.06
36 O -1.32 -4.21 6.10
37 C 0.06 -4.08 6.59
38 C 0.99 -3.31 5.53
39 C 2.40 -2.97 6.02
40 N 0.38 -1.97 5.35
41 H -2.25 -4.13 7.93
42 H -1.72 -5.73 7.30
43 H -3.17 -4.92 6.61
44 H 0.05 -3.53 7.53
45 H 0.58 -4.98 6.93
46 H 0.96 -3.83 4.58
47 H 2.43 -2.13 6.72
48 H 3.02 -2.71 5.17
49 H 2.76 -3.84 6.57
50 H -0.06 -1.65 6.20
51 H 1.09 -1.31 5.09
52 C -3.50 7.60 -2.27
53 O -4.36 8.13 -1.25
54 C -4.37 7.48 0.06
55 C -3.18 7.99 0.88
56 C -3.16 7.35 2.28
57 N -3.20 9.43 1.03
58 H -3.91 6.62 -2.48
59 H -2.44 7.60 -1.98
60 H -3.66 8.14 -3.20
61 H -5.24 7.72 0.67
62 H -4.41 6.39 0.04
63 H -2.35 7.61 0.29
64 H -2.17 7.48 2.73
65 H -3.27 6.27 2.17
66 H -3.91 7.88 2.87
67 H -3.59 9.67 0.13
68 H -3.95 9.59 1.68
69 C 4.08 -3.44 -5.12
70 O 3.61 -4.63 -4.55
71 C 4.14 -4.96 -3.22
72 C 5.72 -5.10 -3.26
73 C 6.18 -6.29 -4.02
74 N 6.26 -5.09 -1.95
75 H 3.48 -3.16 -5.98
76 H 5.16 -3.44 -5.31
77 H 4.02 -2.64 -4.39
78 H 3.66 -4.26 -2.52
79 H 3.80 -5.90 -2.79
80 H 6.18 -4.24 -3.74
81 H 7.26 -6.20 -4.09
82 H 5.84 -6.31 -5.05
83 H 5.91 -7.24 -3.55
84 H 7.25 -4.94 -1.96
85 H 5.93 -4.30 -1.41
86 C 3.61 7.51 -0.04
87 O 3.65 7.32 1.35
88 C 3.71 5.93 1.70
89 C 3.88 5.76 3.19
90 C 5.19 6.22 3.80
91 N 3.37 4.45 3.68
92 H 2.66 7.13 -0.40
93 H 4.43 7.16 -0.67
94 H 3.57 8.59 -0.22
95 H 2.79 5.46 1.34
96 H 4.55 5.44 1.20
97 H 3.33 6.46 3.82
98 H 6.06 5.64 3.49
99 H 5.26 6.10 4.88
100 H 5.40 7.25 3.49
101 H 3.30 4.71 4.66
102 H 2.40 4.49 3.40
103 C -0.56 -11.66 0.73
104 O -0.90 -10.33 0.88
105 C -2.19 -10.02 0.38
106 C -2.61 -8.56 0.64
107 C -1.59 -7.55 0.05
108 N -3.03 -8.22 1.98
109 H -0.85 -12.08 -0.24
110 H -0.94 -12.41 1.42
111 H 0.53 -11.73 0.83
112 H -2.14 -10.32 -0.67
113 H -2.85 -10.76 0.82
114 H -3.52 -8.54 0.04
115 H -1.57 -7.58 -1.04
116 H -0.61 -7.84 0.45
117 H -1.69 -6.50 0.34
118 H -2.30 -7.63 2.35
119 H -2.99 -9.02 2.60
120 N -7.68 1.05 -2.80
121 C -7.75 0.79 -1.52
122 N -6.58 0.90 -0.98
123 O -8.86 0.56 -0.99
124 H -8.47 0.80 -3.39
125 H -6.88 1.44 -3.28
126 H -6.40 0.61 -0.03
127 H -5.85 1.35 -1.51
128 N 7.90 -0.13 -0.34
129 C 6.65 0.25 -0.02
130 N 6.56 0.69 1.20
131 O 5.76 -0.08 -0.74
132 H 8.61 0.22 0.29
133 H 8.08 -0.39 -1.30
134 H 5.73 1.09 1.59
135 H 7.43 0.61 1.71
136 N 1.18 1.88 -2.27
137 C 0.13 1.62 -1.48
138 N 0.49 0.63 -0.81
139 O -0.88 2.26 -1.49
140 H 1.00 2.72 -2.80
141 H 2.06 1.41 -2.09
142 H 1.36 0.19 -1.07
143 H -0.09 0.22 -0.09

No. 4
A gas-phase ion, C7H11N2S (charge +1) in a non-equilibrium geometry. Source: the Open Molecules 2025 dataset; level of theory: the ωB97M-V functional and the def2-TZVPD basis.

Output
HOMO energy = -0.4864 hartree
strongest force on any atom = 4.397 eV/Å
charge = +1
Kohn-Sham gap = 9.153 eV
multiplicity = 1
relative energy (zero: lowest compared OMol25 entry of this formula, charge and spin) = 2.193 eV

Geometry (Å):
1 C 0.11 2.15 0.70
2 C 0.71 2.97 1.62
3 C 0.70 0.65 2.25
4 C -0.66 -1.12 -1.99
5 C -0.32 -2.21 -1.03
6 C -0.51 0.24 -1.16
7 C 0.35 -1.55 0.16
8 N 0.18 0.86 1.08
9 N -0.31 -0.20 0.16
10 S 1.14 2.04 3.06
11 H -0.42 2.38 -0.15
12 H 0.61 3.99 1.63
13 H 0.70 -0.33 2.83
14 H -0.03 -1.01 -2.80
15 H -1.67 -1.09 -2.39
16 H -1.24 -2.72 -0.79
17 H 0.33 -2.91 -1.60
18 H 0.30 0.90 -1.56
19 H -1.57 0.58 -1.16
20 H 0.14 -2.12 1.13
21 H 1.46 -1.50 0.02

No. 5
A single C5H16N3 molecule in a non-equilibrium geometry. Source: the Open Molecules 2025 dataset; level of theory: the ωB97M-V functional and the def2-TZVPD basis.

Output
HOMO energy (spin up / spin down) = -0.1292 / -0.3459 hartree
strongest force on any atom = 4.843 eV/Å
charge = 0
Kohn-Sham gap (spin up / spin down) = 4.342 / 10.107 eV
multiplicity = 2
relative energy (zero: lowest compared OMol25 entry of this formula, charge and spin) = 3.229 eV

Geometry (Å):
1 C 0.88 1.58 0.77
2 N 0.05 0.47 0.35
3 C 0.77 -0.49 -0.67
4 C -0.17 -1.65 -1.37
5 C -0.80 -2.70 -0.38
6 N -0.01 -3.63 0.41
7 C 0.41 2.99 0.25
8 N -1.08 3.06 0.50
9 H 2.01 1.35 0.42
10 H 0.91 1.60 1.88
11 H -0.38 -0.12 1.00
12 H 1.76 -0.93 -0.18
13 H 1.11 0.11 -1.57
14 H -0.88 -1.20 -2.00
15 H 0.53 -2.17 -1.92
16 H -1.62 -2.18 0.22
17 H -1.52 -3.41 -0.87
18 H 0.86 -3.98 -0.03
19 H 0.52 -3.09 1.15
20 H 0.88 3.92 0.70
21 H 0.80 3.16 -0.75
22 H -1.60 2.63 -0.32
23 H -1.29 4.10 0.56
24 H -1.36 2.62 1.38

No. 6
A molecular structure, C59H85AsN2O3PdSi2Te in a non-equilibrium geometry. Source: the Open Molecules 2025 dataset; level of theory: the ωB97M-V functional and the def2-TZVPD basis.

Output
HOMO energy (spin up / spin down) = -0.1444 / -0.1586 hartree
strongest force on any atom = 3.015 eV/Å
charge = -1
Kohn-Sham gap (spin up / spin down) = 4.601 / 4.912 eV
multiplicity = 2

Geometry (Å):
1 Pd 0.86 0.08 -0.96
2 C 0.79 -0.28 6.15
3 C 0.95 -1.75 5.73
4 C -0.31 -2.51 6.16
5 C 2.16 -2.32 6.46
6 C 1.11 -1.88 4.22
7 C 0.68 -0.90 3.36
8 C 0.84 -1.02 1.97
9 N 0.39 -0.11 1.10
10 C -0.16 1.10 1.46
11 C -1.21 1.27 2.36
12 C -1.54 2.55 2.78
13 C -0.73 3.60 2.35
14 C 0.29 3.48 1.42
15 C 0.52 2.20 0.85
16 O 1.29 1.95 -0.15
17 C 1.14 4.70 1.10
18 C 1.94 5.06 2.36
19 C 0.26 5.89 0.69
20 C 2.14 4.48 -0.04
21 C -2.77 2.82 3.65
22 C -3.29 1.55 4.33
23 C -2.46 3.84 4.76
24 C -3.87 3.39 2.73
25 C 1.64 -2.11 1.42
26 O 2.05 -2.02 0.23
27 C 1.95 -3.18 2.32
28 C 1.68 -3.04 3.66
29 C 2.64 -4.42 1.76
30 C 1.80 -4.97 0.59
31 C 2.81 -5.54 2.79
32 C 4.03 -4.02 1.25
33 H 0.79 -0.19 7.23
34 H -0.15 0.14 5.79
35 H 1.60 0.32 5.75
36 H -0.46 -2.43 7.24
37 H -0.22 -3.57 5.90
38 H -1.19 -2.11 5.66
39 H 2.09 -2.11 7.53
40 H 3.08 -1.87 6.08
41 H 2.23 -3.39 6.34
42 H 0.25 0.01 3.73
43 H -1.73 0.40 2.71
44 H -0.92 4.59 2.75
45 H 1.27 5.26 3.20
46 H 2.56 5.94 2.19
47 H 2.59 4.23 2.64
48 H -0.40 6.19 1.50
49 H -0.34 5.63 -0.17
50 H 0.89 6.74 0.43
51 H 2.85 3.70 0.22
52 H 2.69 5.40 -0.22
53 H 1.64 4.18 -0.96
54 H -2.50 1.08 4.92
55 H -3.65 0.84 3.59
56 H -4.12 1.78 4.99
57 H -1.60 3.50 5.35
58 H -3.31 3.95 5.43
59 H -2.24 4.82 4.36
60 H -4.15 2.65 1.98
61 H -3.52 4.28 2.23
62 H -4.76 3.64 3.31
63 H 1.94 -3.84 4.33
64 H 0.81 -5.27 0.93
65 H 2.30 -5.84 0.16
66 H 1.69 -4.21 -0.17
67 H 1.85 -5.82 3.24
68 H 3.49 -5.25 3.59
69 H 3.22 -6.42 2.30
70 H 3.93 -3.29 0.46
71 H 4.56 -4.90 0.86
72 H 4.62 -3.60 2.06
73 C -8.32 1.92 -0.37
74 C -6.94 1.39 -0.64
75 C -6.30 0.55 0.26
76 C -5.01 0.10 0.03
77 C -4.37 -0.79 1.05
78 C -4.32 0.47 -1.13
79 Te -2.24 -0.26 -1.29
80 N 0.14 -1.50 -1.77
81 C 0.64 -2.41 -2.45
82 O 1.86 -2.24 -3.09
83 C -0.04 -3.72 -2.64
84 C 0.70 -4.89 -2.73
85 C 0.08 -6.11 -2.89
86 C -1.30 -6.18 -2.96
87 C -2.05 -5.02 -2.81
88 C -1.43 -3.80 -2.65
89 C -1.50 1.28 -2.60
90 C -1.43 2.60 -2.15
91 C -2.16 3.06 -0.92
92 C -0.71 3.54 -2.88
93 C -0.10 3.20 -4.08
94 C 0.77 4.17 -4.81
95 C -0.29 1.92 -4.57
96 C -0.99 0.96 -3.85
97 C -1.16 -0.39 -4.50
98 C -5.00 1.22 -2.09
99 C -4.40 1.55 -3.42
100 C -6.28 1.69 -1.82
101 H -8.61 1.75 0.67
102 H -9.06 1.43 -1.01
103 H -8.36 2.99 -0.57
104 H -6.81 0.25 1.17
105 H -5.04 -0.98 1.89
106 H -3.45 -0.34 1.42
107 H -4.11 -1.75 0.60
108 H 1.78 -4.83 -2.66
109 H 0.67 -7.02 -2.96
110 H -1.79 -7.13 -3.12
111 H -3.13 -5.08 -2.82
112 H -2.02 -2.90 -2.53
113 H -3.04 2.45 -0.73
114 H -2.49 4.10 -1.05
115 H -1.52 3.02 -0.05
116 H -0.63 4.55 -2.51
117 H 0.76 5.15 -4.34
118 H 0.46 4.27 -5.85
119 H 1.80 3.79 -4.81
120 H 0.12 1.66 -5.54
121 H -1.34 -0.26 -5.56
122 H -1.99 -0.93 -4.05
123 H -0.26 -0.98 -4.37
124 H -3.79 0.72 -3.77
125 H -3.76 2.43 -3.36
126 H -5.18 1.75 -4.15
127 H -6.77 2.31 -2.55
128 C 1.51 -3.66 -5.72
129 Si 2.63 -2.84 -4.39
130 C 3.46 -1.37 -5.29
131 C 4.00 -4.10 -3.90
132 As 2.19 0.81 -2.72
133 Si 4.09 0.92 -1.41
134 C 4.93 2.63 -1.74
135 C 5.46 -0.29 -2.03
136 C 4.04 0.68 0.49
137 H 2.09 -4.35 -6.33
138 H 1.09 -2.92 -6.39
139 H 0.68 -4.22 -5.29
140 H 4.06 -1.73 -6.12
141 H 4.09 -0.81 -4.61
142 H 2.72 -0.68 -5.68
143 H 4.00 -4.96 -4.57
144 H 3.89 -4.48 -2.89
145 H 4.98 -3.65 -3.97
146 H 5.17 2.72 -2.79
147 H 5.85 2.75 -1.17
148 H 4.27 3.45 -1.49
149 H 5.70 -0.06 -3.07
150 H 5.13 -1.32 -1.98
151 H 6.37 -0.19 -1.45
152 H 3.37 1.41 0.95
153 H 5.02 0.80 0.95
154 H 3.66 -0.31 0.74

No. 7
A molecular structure, BrHNO4S2 in a non-equilibrium geometry. Source: the Open Molecules 2025 dataset; level of theory: the ωB97M-V functional and the def2-TZVPD basis.

Output
HOMO energy = -0.2137 hartree
strongest force on any atom = 3.830 eV/Å
charge = -1
Kohn-Sham gap = 8.670 eV
multiplicity = 1

Geometry (Å):
1 O 2.01 -0.95 -0.35
2 S 1.39 0.36 0.00
3 O 1.52 0.69 1.43
4 N -0.12 0.60 -0.68
5 S -1.25 -0.43 -0.05
6 O -0.99 -0.91 1.32
7 O -1.59 -1.56 -0.95
8 Br -3.10 0.89 -0.04
9 H 2.13 1.31 -0.68